(1)
C14H43F2InNO12S2 as an isolated structure in a non-equilibrium geometry, computed with wB97M-V/def2-TZVPD.

The geometry in XYZ format:
```
75
Properties=species:S:1:pos:R:3:mulliken_charge:R:1
In 0.27 2.11 4.26 1.235
O 2.87 1.42 4.05 -0.720
H 3.12 0.49 3.91 0.319
N -0.70 0.73 1.91 -0.031
S -1.98 0.90 0.86 0.620
O -2.98 -0.06 1.10 -0.547
O -1.71 1.32 -0.46 -0.363
F -2.52 2.19 1.56 -0.331
S 0.10 -0.49 1.24 0.765
O 0.69 -0.27 -0.04 -0.415
O -0.46 -1.78 1.42 -0.567
F 1.38 -0.37 2.21 -0.281
C 2.30 -0.90 -3.63 -0.438
C 2.78 -2.23 -4.15 -0.387
O 1.61 -2.89 -4.68 -0.541
H 1.56 -0.42 -4.26 0.307
H 3.13 -0.22 -3.40 0.397
H 1.89 -1.00 -2.61 -0.217
H 3.25 -2.92 -3.44 0.287
H 3.49 -2.06 -4.97 0.345
H 1.86 -3.54 -5.34 0.260
C -1.15 -1.96 -2.09 -0.111
C -1.52 -3.39 -2.61 -0.522
O -0.96 -3.65 -3.82 -0.420
H -1.35 -1.31 -2.94 0.382
H -0.16 -1.89 -1.64 0.108
H -1.75 -1.71 -1.21 -0.091
H -2.61 -3.45 -2.68 0.379
H -1.25 -4.04 -1.74 0.299
H 0.02 -3.66 -3.76 0.383
C 4.41 0.09 -0.12 -0.763
C 4.72 0.08 1.36 -0.219
O 4.46 1.34 1.90 -0.456
H 4.97 0.89 -0.62 0.381
H 3.36 0.32 -0.32 -0.019
H 4.59 -0.87 -0.61 0.360
H 5.81 -0.10 1.44 0.317
H 4.28 -0.75 1.91 0.261
H 3.90 1.35 2.71 0.231
C -3.28 -4.17 1.99 -0.952
C -3.28 -3.67 0.53 0.156
O -4.21 -2.60 0.40 -0.472
H -2.53 -4.94 2.17 0.351
H -4.28 -4.49 2.27 0.340
H -3.05 -3.34 2.66 0.077
H -3.80 -4.44 -0.04 0.432
H -2.26 -3.51 0.15 -0.173
H -3.75 -1.79 0.68 0.474
C 0.88 4.61 0.37 -1.333
C 1.55 3.26 0.43 0.466
O 1.69 2.80 1.76 -0.171
H 1.52 5.35 0.88 0.380
H -0.04 4.73 0.94 0.268
H 0.84 4.99 -0.64 0.278
H 2.51 3.29 -0.09 0.452
H 0.97 2.51 -0.14 -0.345
H 2.61 2.53 1.87 0.234
C 0.26 4.26 -3.41 -1.357
C -0.08 2.79 -3.19 0.932
O -1.46 2.57 -3.24 -0.540
H -0.17 4.88 -2.61 0.326
H -0.18 4.58 -4.35 0.368
H 1.33 4.44 -3.56 0.355
H 0.35 2.40 -2.26 -0.455
H 0.42 2.28 -4.02 0.126
H -1.79 2.20 -2.41 0.505
C -3.65 -0.56 5.19 -1.258
C -3.10 0.33 4.08 0.183
O -2.66 1.60 4.64 -0.485
H -4.63 -0.23 5.56 0.395
H -3.00 -0.73 6.04 0.321
H -3.86 -1.54 4.74 0.290
H -3.84 0.49 3.30 0.283
H -2.24 -0.21 3.70 0.078
H -3.48 2.05 4.88 0.272
```

Output
**HOMO energy**: -11.8 eV
**Multiplicity**: 1
**Electronic energy**: -73537.8003 eV
**Charge**: +1

=====

(2)
C32H81N5O8Y as an isolated structure in a non-equilibrium geometry, computed with wB97M-V/def2-TZVPD.

The geometry in XYZ format:
```
127
Properties=species:S:1:pos:R:3:mulliken_charge:R:1
Y -12.03 -6.56 28.68 1.199
C -12.31 -9.08 32.57 -1.169
C -13.28 -8.63 31.53 0.952
C -14.53 -7.98 32.15 -0.461
O -12.71 -7.73 30.60 0.760
H -11.81 -9.95 32.16 -0.139
H -12.79 -9.40 33.49 0.130
H -11.53 -8.36 32.83 0.374
H -13.61 -9.57 31.09 -0.804
H -14.34 -7.05 32.68 0.204
H -14.90 -8.70 32.87 0.651
H -15.25 -7.85 31.33 -0.710
C -14.12 -9.64 27.73 -0.646
C -14.39 -8.56 26.69 0.373
C -15.87 -8.39 26.59 -1.322
O -13.69 -7.42 27.08 -0.834
H -14.45 -10.57 27.27 0.557
H -14.71 -9.43 28.63 -0.240
H -13.06 -9.82 27.92 0.018
H -13.97 -8.80 25.71 0.464
H -16.13 -7.64 25.84 0.376
H -16.44 -8.12 27.48 0.121
H -16.33 -9.30 26.18 0.472
C -17.59 -5.73 33.28 -0.080
O -18.18 -5.64 34.57 -0.544
H -18.07 -6.58 32.81 0.120
H -17.75 -4.81 32.70 0.351
H -16.52 -5.93 33.35 -0.162
H -18.87 -4.99 34.47 0.302
C -14.41 -6.63 36.01 -1.372
C -15.41 -6.43 37.22 0.586
C -15.38 -5.14 37.90 -0.778
O -14.13 -4.90 38.60 -0.327
C -14.17 -3.87 39.61 -0.764
N -16.66 -6.81 36.67 -0.730
H -14.64 -6.01 35.15 0.215
H -14.42 -7.64 35.58 0.280
H -13.36 -6.49 36.27 0.515
H -15.19 -7.21 37.95 0.313
H -16.20 -5.16 38.62 0.385
H -15.60 -4.40 37.13 0.257
H -13.14 -3.64 39.87 0.265
H -14.60 -4.25 40.54 0.302
H -14.63 -2.92 39.32 0.309
H -17.02 -6.11 36.03 0.254
H -16.43 -7.56 36.03 0.282
C -10.60 -5.02 31.65 -0.973
C -9.74 -5.03 30.41 0.147
C -9.09 -6.36 30.13 -0.845
O -10.05 -7.35 29.77 -0.049
C -9.71 -8.67 30.13 -0.953
N -10.59 -4.61 29.31 -0.670
H -11.50 -4.41 31.66 0.346
H -10.03 -4.81 32.56 0.354
H -10.97 -6.02 31.84 -0.063
H -8.94 -4.29 30.44 0.751
H -8.83 -6.79 31.11 0.453
H -8.17 -6.29 29.54 0.376
H -10.51 -9.39 29.94 -0.009
H -9.48 -8.82 31.19 0.415
H -8.84 -9.01 29.57 0.442
H -9.93 -4.27 28.62 0.230
H -10.71 -3.65 29.62 0.317
C -17.82 -12.80 31.63 -1.540
C -16.94 -11.58 31.94 0.264
C -15.51 -12.07 32.23 0.939
O -15.28 -12.67 33.47 -0.440
C -13.95 -12.41 33.91 -0.306
N -17.08 -10.61 30.87 -0.521
H -17.89 -13.46 32.50 0.344
H -17.32 -13.36 30.84 0.367
H -18.81 -12.51 31.29 0.422
H -17.31 -10.98 32.78 0.423
H -14.84 -11.23 32.07 -0.701
H -15.20 -12.74 31.43 0.106
H -13.82 -11.36 34.18 0.161
H -13.15 -12.56 33.18 -0.021
H -13.64 -13.03 34.75 0.390
H -16.38 -9.89 30.96 0.033
H -16.81 -11.06 30.01 0.271
C -14.94 -3.61 30.38 -1.784
C -14.52 -4.96 29.93 1.267
C -15.72 -5.81 29.44 -0.680
O -16.83 -5.87 30.36 -0.409
C -17.75 -6.94 30.19 -1.030
N -13.60 -4.80 28.86 -0.359
H -15.44 -3.05 29.59 0.438
H -14.15 -2.99 30.78 0.548
H -15.66 -3.82 31.18 0.239
H -13.93 -5.43 30.73 -0.615
H -15.41 -6.81 29.14 0.049
H -16.15 -5.38 28.53 0.865
H -17.92 -7.18 29.14 0.357
H -18.66 -6.49 30.60 0.398
H -17.45 -7.82 30.76 0.352
H -14.20 -4.79 28.05 0.317
H -13.27 -3.85 28.86 0.312
C -8.13 -11.74 28.02 -1.418
C -8.90 -12.99 28.54 0.926
C -8.33 -13.36 29.99 -1.089
C -9.08 -14.50 30.63 -0.764
C -10.49 -13.92 30.91 -1.320
C -11.21 -13.48 29.61 1.697
N -10.30 -12.60 28.77 0.823
O -10.98 -12.06 27.65 -0.399
C -11.88 -14.69 28.87 -1.761
C -12.33 -12.61 30.17 -1.800
C -8.72 -14.20 27.47 -1.427
H -8.20 -10.88 28.68 0.008
H -8.44 -11.49 27.01 0.390
H -7.07 -11.99 28.12 0.472
H -7.31 -13.71 29.83 0.442
H -8.35 -12.43 30.56 0.293
H -8.56 -14.79 31.55 0.414
H -9.10 -15.39 29.99 0.308
H -10.43 -13.06 31.58 0.407
H -11.13 -14.65 31.40 0.508
H -12.64 -15.06 29.56 0.433
H -12.29 -14.40 27.91 0.401
H -11.19 -15.52 28.72 0.323
H -13.08 -13.08 30.80 0.424
H -11.92 -11.77 30.72 -0.134
H -12.97 -12.23 29.37 0.429
H -8.86 -15.21 27.85 0.305
H -7.67 -14.20 27.17 0.482
H -9.32 -14.01 26.58 0.299
H -10.86 -12.77 27.02 0.299
```

Output
**HOMO energy**: -10.1 eV
**Multiplicity**: 1
**Electronic energy**: -59361.6798 eV
**Charge**: +1

=====

Question: What is the formula in the first record?
Answer: C14H43F2InNO12S2